[1]
DFT (the ωB97M-V functional and the def2-TZVPD basis) results for a cluster of 2 separate species, C4H12N4 in total.

* energy relative to the best compared isomer or geometry (same formula, charge and spin): 294.0 kJ/mol
* HOMO-LUMO gap (alpha / beta): 8.5 / 7.8 eV
* LUMO level (alpha / beta): -0.2785 / -0.4215 hartree
* <S²>: 2.01

The geometry in ORCA input format:
```
! wB97M-V def2-TZVPD RIJCOSX def2/J DEFGRID3
* xyz 2 3
C 2.05 0.51 -2.90
C 1.09 1.50 -3.07
C -0.52 -1.74 2.06
C -0.58 -0.19 2.00
N -0.14 0.39 -0.17
N -2.22 0.16 0.41
N 2.91 -0.25 -2.66
N -0.95 0.21 0.78
H 1.60 2.42 -2.55
H 0.22 1.30 -2.47
H 0.71 1.74 -4.02
H -1.51 -2.13 1.72
H 0.20 -2.15 1.41
H -0.29 -1.77 3.08
H 0.33 0.32 2.26
H -1.29 0.32 2.73
H -2.96 0.09 1.02
H -2.59 0.49 -0.50
H 3.86 -0.56 -2.63
H 0.92 0.34 0.09
*
```



[2]
DFT (the ωB97M-V functional and the def2-TZVPD basis) results for a structure of composition C34H27BrN2O6Ru.

* energy relative to the best compared isomer or geometry (same formula, charge and spin): 0.0 kJ/mol
* HOMO-LUMO gap (alpha / beta): 6.0 / 6.2 eV
* LUMO level (alpha / beta): 0.0990 / 0.0905 hartree
* <S²>: 0.80

The geometry in ORCA input format:
```
! wB97M-V def2-TZVPD RIJCOSX def2/J DEFGRID3
* xyz -1 2
Ru 0.33 0.61 -0.02
C -2.60 2.20 3.12
O -1.62 3.11 3.62
C -0.34 2.63 3.74
C 0.29 2.80 4.95
C 1.62 2.40 5.15
C 2.30 1.84 4.10
C 1.69 1.64 2.84
C 2.55 1.08 1.82
N 2.26 0.71 0.62
N 3.41 0.24 -0.03
C 3.33 -0.08 -1.27
O 2.30 -0.09 -2.11
C 4.61 -0.48 -1.93
C 5.84 -0.29 -1.29
C 7.02 -0.68 -1.91
C 6.99 -1.26 -3.18
C 5.77 -1.44 -3.82
C 4.59 -1.05 -3.20
C 0.34 2.05 2.61
O -0.27 1.96 1.49
H -3.57 2.64 3.36
H -2.51 1.23 3.63
H -2.50 2.05 2.05
H -0.29 3.25 5.75
H 2.10 2.54 6.11
H 3.33 1.53 4.22
H 3.59 0.94 2.11
H 5.85 0.15 -0.31
H 7.96 -0.53 -1.41
H 7.91 -1.56 -3.66
H 5.74 -1.88 -4.80
H 3.63 -1.19 -3.69
Br 0.49 2.39 -1.98
C -0.22 1.02 -3.12
C -1.08 1.37 -4.14
C -1.77 0.35 -4.79
C -1.64 -0.95 -4.37
C -0.76 -1.30 -3.32
C -0.66 -2.63 -2.82
C 0.21 -2.93 -1.77
C 1.05 -1.97 -1.24
C 0.97 -0.58 -1.63
C 0.02 -0.29 -2.72
H -1.24 2.41 -4.39
H -2.46 0.59 -5.60
H -2.22 -1.74 -4.83
H -1.28 -3.40 -3.25
H 0.25 -3.94 -1.39
H 1.76 -2.24 -0.46
C -6.57 0.70 -0.74
O -6.27 -0.08 0.39
C -4.95 -0.29 0.67
C -4.70 -1.07 1.82
C -3.40 -1.32 2.16
C -2.29 -0.84 1.43
C -0.97 -1.20 1.88
C -0.80 -2.13 3.06
O 0.11 -0.81 1.39
C -2.55 -0.02 0.27
O -1.68 0.50 -0.49
C -3.92 0.21 -0.08
H -7.66 0.75 -0.80
H -6.18 0.24 -1.66
H -6.16 1.71 -0.65
H -5.53 -1.45 2.40
H -3.22 -1.93 3.04
H -1.31 -3.09 2.89
H -1.22 -1.69 3.97
H 0.26 -2.30 3.20
H -4.08 0.81 -0.96
*
```



[3]
DFT (the ωB97M-V functional and the def2-TZVPD basis) results for a structure of composition C7H3NO4SbSe4Tc.

* HOMO-LUMO gap (alpha / beta): 6.1 / 6.1 eV
* LUMO level (alpha / beta): -0.3209 / -0.3210 hartree

The geometry in ORCA input format:
```
! wB97M-V def2-TZVPD RIJCOSX def2/J DEFGRID3
* xyz 2 1
Tc -1.36 1.64 0.37
O 2.11 -5.40 -1.12
C 2.23 -4.29 -1.03
O 2.45 -3.09 -0.95
C 1.55 -1.94 -0.72
C 2.20 -0.75 -0.62
C 1.40 0.35 -0.39
N 0.06 0.23 -0.29
C -0.52 -0.97 -0.43
C 0.20 -2.13 -0.64
C -2.03 -0.99 -0.42
O -2.61 -2.02 -0.54
O -2.55 0.24 -0.29
H 3.28 -0.65 -0.71
H 1.81 1.34 -0.29
H -0.33 -3.07 -0.76
Se 0.54 5.45 2.72
Sb -1.66 4.98 2.17
Se -1.77 2.03 2.51
Se -1.07 3.62 -0.54
Se -3.93 5.43 1.97
*
```



[4]
DFT (the ωB97M-V functional and the def2-TZVPD basis) results for a cluster of 2 separate species, C8H12N2O in total.

* energy relative to the best compared isomer or geometry (same formula, charge and spin): 448.1 kJ/mol
* HOMO-LUMO gap: 9.7 eV
* LUMO level: 0.0220 hartree
* SMILES: CNC(C)=O.c1ccncc1

The geometry in ORCA input format:
```
! wB97M-V def2-TZVPD RIJCOSX def2/J DEFGRID3
* xyz 0 1
C -0.29 0.30 -0.68
N 0.22 1.51 0.04
C 1.32 2.19 -0.02
C 1.19 3.48 0.65
O 2.23 1.79 -0.78
H 0.50 0.06 -1.33
H -0.46 -0.47 0.03
H -1.20 0.32 -1.29
H -0.70 2.00 0.32
H 0.18 3.47 1.14
H 1.21 4.19 -0.26
H 1.94 3.65 1.62
C -0.98 -2.27 1.13
C 0.41 -2.33 0.90
C 0.85 -1.93 -0.37
N 0.03 -1.65 -1.35
C -1.34 -1.68 -1.21
C -1.86 -1.96 0.07
H -1.42 -2.58 2.06
H 1.16 -2.71 1.68
H 1.94 -1.98 -0.60
H -2.00 -1.40 -2.08
H -2.91 -1.99 0.34
*
```